Record 1
DFT (the ωB97M-V functional and the def2-TZVPD basis) results for a structure of composition C2H2CoF2LiO at a distorted geometry.

Output
Total charge   +2
Max |F|   0.2399 hartree/bohr
Relative energy (zero: lowest compared OMol25 entry of this formula, charge and spin)   108.2 kcal per mole
HOMO (alpha / beta)   -19.1 / -20.8 eV
E_tot   -47397.0846 eV
<S²>   6.011
2S+1   5

Last column: natural (NBO) charge in e.
Geometry (Å):
1 Co 1.215 0.697 -0.335  1.71
2 F 2.498 -0.454 -0.515  -0.83
3 F -2.308 0.832 -0.628  -0.26
4 O -0.464 -0.182 0.101  -0.76
5 C -1.606 -0.434 -0.561  0.76
6 C -2.648 -1.018 0.028  -0.17
7 Li 2.647 -2.198 -0.523  0.99
8 H -2.589 -1.764 -0.928  0.27
9 H -2.544 -1.610 0.935  0.28

Forces on atoms 1 to 2 (eV/Å):
Co -1.866 1.215 0.394
F 1.201 -1.134 -0.234

***

Record 2
DFT (the ωB97M-V functional and the def2-TZVPD basis) results for a structure of composition C2H2ErLiO2 at a distorted geometry.

Output
Total charge   +2
Max |F|   0.0690 hartree/bohr
Relative energy (zero: lowest compared OMol25 entry of this formula, charge and spin)   0.0 kcal per mole
HOMO (alpha / beta)   -18.0 / -16.6 eV
E_tot   -34006.2050 eV
<S²>   3.766
2S+1   4

Last column: natural (NBO) charge in e.
Geometry (Å):
1 Er -1.325 -0.208 2.521  1.87
2 O -0.185 0.233 -2.004  -0.42
3 O -0.657 -0.900 0.358  -0.85
4 C -1.078 0.835 -1.199  -0.26
5 C -1.317 0.193 0.105  0.07
6 Li 0.588 -1.157 -1.155  0.97
7 H -2.274 0.781 -1.287  0.36
8 H -0.947 1.934 -1.043  0.27

Forces on atoms 1 to 2 (eV/Å):
Er -0.183 -0.144 -0.333
O -1.453 0.806 0.861

***

Record 3
DFT (the ωB97M-V functional and the def2-TZVPD basis) results for a cluster of 2 separate species, C2H2F2 in total at a distorted geometry.

Output
Total charge   0
Max |F|   0.0489 hartree/bohr
Relative energy (zero: lowest compared OMol25 entry of this formula, charge and spin)   141.5 kcal per mole
HOMO (alpha / beta)   -11.1 / -8.7 eV
E_tot   -7534.4035 eV
2S+1   1

Last column: natural (NBO) charge in e.
Geometry (Å):
1 F 2.310 1.830 -0.056  -0.26
2 F 2.864 -1.497 -0.063  -0.18
3 C 1.346 1.008 0.243  0.54
4 C 0.539 0.051 -0.030  -0.59
5 H -0.410 -0.083 0.494  0.25
6 H 0.675 -0.754 -0.760  0.24

Forces on atoms 1 to 2 (eV/Å):
F -0.486 -1.192 -0.281
F -0.187 0.345 0.082

***

Record 4
DFT (the ωB97M-V functional and the def2-TZVPD basis) results for a structure of composition C2H2F2LiMgO at a distorted geometry.

Output
Total charge   +1
Max |F|   0.0830 hartree/bohr
HOMO   -12.3 eV
E_tot   -15231.4573 eV
2S+1   1

Last column: natural (NBO) charge in e.
Geometry (Å):
1 Mg 2.382 0.718 0.213  1.85
2 F -2.213 -0.150 0.318  -0.36
3 F 0.978 2.239 0.522  -0.90
4 O 1.097 -0.560 -0.307  -1.14
5 C -1.005 0.475 0.109  0.21
6 C -0.199 -0.317 -0.666  -0.05
7 Li 0.346 -2.417 0.236  0.98
8 H -0.605 -0.850 -1.534  0.19
9 H -0.781 0.862 1.110  0.21

Forces on atoms 1 to 2 (eV/Å):
Mg -3.094 2.531 0.127
F -1.465 1.043 -1.164

***

Record 5
DFT (the ωB97M-V functional and the def2-TZVPD basis) results for a structure of composition C2H2F2LiOTl at a distorted geometry.

Output
Total charge   +3
Max |F|   0.1957 hartree/bohr
Relative energy (zero: lowest compared OMol25 entry of this formula, charge and spin)   45.9 kcal per mole
HOMO (alpha / beta)   -25.0 / -25.8 eV
E_tot   -14445.2433 eV
<S²>   0.757
2S+1   2

Last column: Mulliken charge in e.
Geometry (Å):
1 Tl -2.691 1.357 1.435  1.67
2 F -5.949 -0.396 0.531  -0.05
3 F -1.899 0.084 2.391  -0.29
4 O -4.583 1.303 0.679  -0.46
5 C -5.952 0.911 0.660  0.71
6 C -6.568 1.675 1.543  -0.30
7 Li -2.026 -1.443 3.224  0.96
8 H -6.476 2.760 1.513  0.40
9 H -7.629 1.268 1.388  0.35

Forces on atoms 1 to 2 (eV/Å):
Tl -4.715 4.471 -4.549
F -1.562 2.477 -0.867

***

Record 6
DFT (the ωB97M-V functional and the def2-TZVPD basis) results for an isolated molecule of C2H2F2N2 at a distorted geometry.

Output
Total charge   0
Max |F|   0.1169 hartree/bohr
SMILES string   F/N=C/C=N/F
Relative energy (zero: lowest compared OMol25 entry of this formula, charge and spin)   90.2 kcal per mole
HOMO   -10.8 eV
E_tot   -10516.6391 eV
2S+1   1

Last column: natural (NBO) charge in e.
Geometry (Å):
1 F -2.117 1.642 -1.068  -0.23
2 F 1.975 -1.705 1.234  -0.23
3 N 1.440 -0.493 0.876  0.03
4 N -1.545 0.453 -0.752  0.04
5 C 0.395 -0.584 0.160  -0.03
6 C -0.263 0.619 -0.235  -0.02
7 H 0.165 1.596 -0.062  0.22
8 H -0.050 -1.527 -0.152  0.22

Forces on atoms 1 to 2 (eV/Å):
F 0.175 0.605 0.075
F -0.359 -0.377 -0.282